40
Properties=species:S:1:pos:R:3:nbo_charge:R:1 method="wB97M-V/def2-TZVPD" smiles="Nc1ccc(S(=O)(=O)c2cc(Br)nc(N3CCNCC3)c2)cc1" max_force_ha_per_bohr=0.094 orbital_gap_ha=0.3120 homo_ev=-8.57 e_tot_ev=-106760.3484
N 3.0978 1.7621 3.3985 -0.8081
C 2.3851 2.3994 2.3595 0.2290
C 0.9231 2.6376 2.5733 -0.2595
C 0.1353 3.0062 1.5663 -0.1718
C 0.7776 3.1249 0.2957 -0.3379
S -0.2114 3.4440 -1.2086 2.1529
O -1.3271 4.3061 -0.8702 -0.9266
O 0.6467 4.0080 -2.2247 -0.9284
C -0.7744 1.7983 -1.6798 -0.2728
C -1.9651 1.5841 -2.4256 -0.2648
C -2.5679 0.3019 -2.5845 0.1462
Br -4.2964 0.2764 -3.3978 0.0846
N -1.9269 -0.8522 -2.2153 -0.4594
C -0.8648 -0.6923 -1.4211 0.4112
N -0.5098 -1.8043 -0.7330 -0.4922
C -0.5758 -3.0273 -1.5025 -0.2412
C 0.1412 -4.2681 -0.8639 -0.2316
N -0.4890 -4.6489 0.4325 -0.6593
C -0.7108 -3.4043 1.2921 -0.2339
C -1.2536 -2.0565 0.5634 -0.2244
C -0.2276 0.6066 -1.1712 -0.2391
C 2.1458 3.0708 0.0261 -0.1507
C 2.9514 2.6868 1.0884 -0.2928
H 2.6443 1.2551 4.0949 0.3920
H 4.1381 1.4702 3.1862 0.3977
H 0.4470 2.1162 3.3823 0.2123
H -0.9226 3.0623 1.7046 0.2440
H -2.5618 2.4436 -2.7008 0.2475
H -0.1068 -3.0304 -2.4999 0.2154
H -1.6620 -3.3201 -1.7382 0.1892
H 1.1596 -4.1816 -0.5358 0.1988
H 0.1334 -4.9718 -1.7227 0.2067
H -1.2472 -5.3449 0.4206 0.3746
H -1.3924 -3.6808 2.1182 0.2102
H 0.1968 -3.2176 1.8651 0.1915
H -1.1335 -1.1801 1.2724 0.2066
H -2.3004 -2.0660 0.3720 0.1855
H 0.6057 0.5583 -0.4903 0.2406
H 2.5295 3.1714 -0.9117 0.2433
H 3.9688 2.6568 0.8854 0.2148